[1]
Density functional theory data (the ωB97M-V functional and the def2-TZVPD basis) for 2 unconnected molecules or ions with the total composition C6H12Si at a distorted geometry.

```
19
Properties=species:S:1:pos:R:3:mulliken_charge:R:1
Si 2.172 0.770 0.056 0.200
C -1.536 0.373 -0.612 0.013
C -2.128 -0.154 0.677 -0.544
C -1.147 -0.800 -1.399 -0.650
C -1.025 -1.890 -0.635 -0.474
C 3.861 1.607 0.412 -1.038
C -1.647 -1.590 0.739 -0.497
H -0.548 0.881 -0.350 -0.285
H 4.416 1.624 -0.521 0.288
H -0.745 -1.733 1.432 0.195
H -2.256 0.995 -1.136 0.342
H -0.775 -2.864 -0.965 0.469
H 4.385 1.248 1.293 0.307
H -2.423 -2.218 1.185 0.367
H -1.843 0.303 1.622 0.295
H -3.289 -0.297 0.641 0.214
H 1.500 1.751 -0.803 -0.067
H 3.761 2.623 0.672 0.341
H -0.732 -0.629 -2.308 0.523
```

Summary:
**HOMO energy**: -8.149 eV
**Kohn-Sham gap**: 0.2755 hartree
**LUMO energy**: -0.653 eV
**Energy above the lowest of the compared OMol25 structures with the same formula, charge and spin**: 358.7 kJ/mol
**Energy**: -525.1643 a.u.

=====

[2]
Density functional theory data (the ωB97M-V functional and the def2-TZVPD basis) for a molecular structure, C6H13AuF6I2N3O5S2Sb at a distorted geometry.

```
39
Properties=species:S:1:pos:R:3:mulliken_charge:R:1
Au -1.203 -1.315 0.397 1.012
I -0.910 -3.393 -1.294 0.406
I 1.030 -3.085 -3.088 -0.072
Sb 3.169 0.657 -1.144 1.011
S 0.278 1.734 0.155 0.900
S -2.343 1.295 0.451 1.242
F -3.750 3.128 1.742 -0.173
F 1.585 3.256 1.929 -0.197
F 2.344 1.251 1.726 -0.266
F -4.244 2.929 -0.347 -0.159
F 0.466 1.596 2.748 -0.180
F -4.831 1.394 1.051 -0.176
O 0.326 0.251 0.043 -0.629
O 1.005 2.374 -0.883 -0.653
O -2.262 0.365 1.584 -0.826
O -2.473 0.565 -0.778 -0.617
O -2.473 -3.025 0.857 -0.837
N -1.135 2.303 0.449 -0.424
N -4.342 -4.172 1.317 -0.391
N -4.197 -1.943 1.868 -0.264
C -3.905 2.295 0.745 0.530
C -3.655 -3.035 1.350 0.815
C 4.023 -1.207 -0.356 -1.015
C 2.822 0.558 -3.285 -0.823
C 4.934 1.938 -1.089 -1.076
C 1.231 2.006 1.756 0.826
H 5.625 1.553 -1.834 0.412
H 4.405 -0.979 0.635 0.395
H 3.787 0.495 -3.778 0.390
H -3.661 -1.088 1.939 0.154
H -5.243 -4.264 1.761 0.191
H 3.254 -1.966 -0.301 0.346
H 5.378 1.873 -0.100 0.396
H -3.908 -5.010 0.963 0.242
H 4.656 2.962 -1.317 0.404
H 2.315 1.479 -3.561 0.370
H -5.130 -1.950 2.250 0.194
H 2.213 -0.303 -3.543 0.133
H 4.821 -1.518 -1.018 0.410
```

Summary:
**HOMO energy (spin up / spin down)**: -13.662 / -13.659 eV
**Kohn-Sham gap (spin up / spin down)**: 0.1120 / 0.1118 hartree
**LUMO energy (spin up / spin down)**: -10.615 / -10.618 eV
**Energy above the lowest of the compared OMol25 structures with the same formula, charge and spin**: 386.8 kJ/mol
**Energy**: -3143.0548 a.u.
**Charge**: +2

=====

[3]
Density functional theory data (the ωB97M-V functional and the def2-TZVPD basis) for a molecular structure, C6H13BeO3 at a distorted geometry.

```
23
Properties=species:S:1:pos:R:3:mulliken_charge:R:1
O -0.575 -0.600 1.272 -0.163
O 0.319 -2.912 2.301 -0.370
O -2.891 -0.719 0.078 -0.193
C -0.074 -3.693 1.106 -0.680
C -3.843 -0.900 1.100 -0.713
C 1.268 -1.904 2.090 -0.723
C 0.832 -0.773 1.173 -0.310
C -1.123 0.669 0.953 -0.412
C -2.329 0.570 0.046 -0.512
Be -1.545 -2.115 1.205 -0.257
H 1.507 -1.492 3.081 0.376
H -3.082 1.324 0.341 0.333
H 1.099 -0.975 0.126 0.263
H -4.232 -1.921 1.009 0.253
H -3.377 -0.795 2.094 0.250
H 0.737 -3.666 0.358 0.263
H 2.201 -2.330 1.678 0.405
H -4.672 -0.180 0.999 0.336
H -0.190 -4.731 1.456 0.241
H -2.003 0.793 -0.986 0.348
H 1.336 0.158 1.471 0.513
H -0.351 1.303 0.491 0.482
H -1.420 1.119 1.910 0.270
```

Summary:
**HOMO energy (spin up / spin down)**: -4.387 / -7.127 eV
**Kohn-Sham gap (spin up / spin down)**: 0.1837 / 0.2819 hartree
**LUMO energy (spin up / spin down)**: 0.611 / 0.545 eV
**Energy above the lowest of the compared OMol25 structures with the same formula, charge and spin**: 300.0 kJ/mol
**2S+1**: 2
**Energy**: -476.6912 a.u.

=====

[4]
Density functional theory data (the ωB97M-V functional and the def2-TZVPD basis) for 2 unconnected molecules or ions with the total composition C6H13ClN3 at a distorted geometry.

```
23
Properties=species:S:1:pos:R:3:mulliken_charge:R:1
Cl 0.621 -2.209 2.891 -0.051
N 2.061 -0.938 0.960 -0.408
N -2.223 0.449 0.850 -0.516
N 0.238 -0.114 -0.811 0.232
C 0.421 1.882 0.667 -1.110
C -0.068 1.336 -0.661 -0.542
C 0.194 -0.518 -2.231 -0.956
C 1.103 -1.429 1.539 0.470
C -1.736 -0.713 0.744 -0.141
C -0.541 -1.024 0.010 -0.773
H -2.174 -1.613 1.195 0.449
H 0.866 0.103 -2.819 0.393
H -0.487 -2.040 -0.357 0.513
H -0.102 1.413 1.493 0.269
H -3.084 0.524 1.381 0.245
H 0.214 2.947 0.702 0.369
H 1.226 -0.249 -0.443 0.371
H 3.024 -0.914 1.276 0.233
H 1.492 1.737 0.786 0.349
H -1.147 1.468 -0.738 0.377
H -0.820 -0.401 -2.612 0.402
H 0.495 -1.558 -2.344 0.354
H 0.428 1.862 -1.478 0.472
```

Summary:
**HOMO energy (spin up / spin down)**: -13.059 / -13.058 eV
**Kohn-Sham gap (spin up / spin down)**: 0.3229 / 0.3229 hartree
**LUMO energy (spin up / spin down)**: -4.271 / -4.272 eV
**Energy above the lowest of the compared OMol25 structures with the same formula, charge and spin**: 377.8 kJ/mol
**Energy**: -860.5270 a.u.
**Charge**: +1